<1>
7
Properties=species:S:1:pos:R:3:lowdin_charge:R:1 method="wB97M-V/def2-TZVPD" gap_ev="7.77 / 7.78" lumo_ev="2.25 / 2.25" charge=-1
O -0.1984 0.4863 -0.2556 -0.77
O 0.8429 -1.1989 -2.0279 -0.54
O -1.4522 -1.2934 1.0428 -0.52
P 0.9117 0.2236 -1.8426 0.34
S -0.6343 -0.0871 1.1249 0.60
Br -2.2928 1.1492 2.6850 -0.18
Br 2.8232 0.7203 -0.7266 0.07

---

<2>
7
Properties=species:S:1:pos:R:3:lowdin_charge:R:1 method="wB97M-V/def2-TZVPD" gap_ev=6.55 lumo_ev=3.08 charge=-1
O 1.0462 0.9572 0.5424 -0.37
O 1.2234 -1.2389 -0.4150 -0.34
O 0.0066 0.5784 -1.6354 -0.37
P -3.5019 0.6152 0.8639 -0.21
S 0.5872 0.0019 -0.4211 0.24
Br -4.5804 -0.1291 -0.9360 -0.15
Br -1.4890 -0.7223 0.7431 0.20

---

Most stable: <1>

---

<1>
7
Properties=species:S:1:pos:R:3:mulliken_spin:R:1 method="wB97M-V/def2-TZVPD" multiplicity=3 s_squared=2.009 gap_ev="8.02 / 6.99" lumo_ev="0.87 / -2.24" charge=0
C -0.1157 -0.1417 -0.2736 0.33
C 1.0276 0.6180 0.6917 0.66
O -1.5278 0.1415 -0.4374 0.02
P 1.1165 -1.0991 0.7690 0.91
H 0.2452 -0.6290 -1.0892 0.01
H 1.1923 1.4349 0.0837 0.06
H -1.9382 -0.3246 0.2557 0.01

---

<2>
7
Properties=species:S:1:pos:R:3:mulliken_spin:R:1 method="wB97M-V/def2-TZVPD" multiplicity=3 s_squared=2.026 gap_ev="8.66 / 8.43" lumo_ev="0.55 / -1.46" charge=0
C -0.1782 0.6040 -0.1119 0.01
C -0.5407 -0.6726 -0.3295 0.23
O 0.6438 -1.3457 -0.7642 0.02
P 1.5439 0.1902 -0.5496 0.85
H -0.7758 1.5377 0.1385 -0.02
H -1.3571 -1.2949 -0.1609 0.02
H 0.6641 0.9813 1.7777 0.88

---

Most stable: <2>

---

<1>
6
Properties=species:S:1:pos:R:3:lowdin_charge:R:1 method="wB97M-V/def2-TZVPD" gap_ev="9.17 / 8.35" lumo_ev="-0.11 / -0.52" charge=0
C -0.0607 -0.5057 -0.0797 -0.22
N -0.7276 -1.4841 0.0860 0.07
N -2.8049 -0.3400 -0.0981 0.10
O -2.4364 0.7304 0.0737 -0.04
H 0.9570 -0.5369 -0.0765 0.04
H -0.5930 0.4747 0.0496 0.05

---

<2>
6
Properties=species:S:1:pos:R:3:lowdin_charge:R:1 method="wB97M-V/def2-TZVPD" gap_ev=11.80 lumo_ev=0.78 charge=0
C -0.2284 -0.4705 -0.0158 -0.08
N 0.8404 1.1755 0.0072 -0.03
N 1.1058 -0.0510 -0.1261 -0.02
O -0.5017 1.1465 0.0003 -0.11
H -0.5691 -0.7581 0.9770 0.11
H -0.6470 -1.0423 -0.8426 0.11

---

<3>
6
Properties=species:S:1:pos:R:3:lowdin_charge:R:1 method="wB97M-V/def2-TZVPD" gap_ev="8.71 / 7.32" lumo_ev="0.44 / 0.08" charge=0
C 0.7106 1.3292 -0.1058 -0.05
N 0.3997 -1.6621 -0.6921 0.09
N -0.3135 -1.2017 0.0580 -0.12
O -0.2208 0.7819 0.3791 -0.09
H 0.6375 2.3436 -0.2751 0.01
H -1.2135 -1.5909 0.6359 0.15

---

Most stable: <2>

---

<1>
6
Properties=species:S:1:pos:R:3:lowdin_charge:R:1 method="wB97M-V/def2-TZVPD" gap_ev="6.70 / 6.88" lumo_ev="3.02 / 3.00" charge=-1
N -0.3905 -0.3981 -1.0952 -0.36
O 0.9460 -1.5101 0.5296 -0.55
S 1.4142 1.4499 -0.0500 -0.06
S 0.3480 -0.2122 0.2688 0.03
H -0.8851 0.3713 -1.4542 -0.06
H -1.4327 0.2993 1.8011 0.00

---

<2>
6
Properties=species:S:1:pos:R:3:lowdin_charge:R:1 method="wB97M-V/def2-TZVPD" gap_ev="5.29 / 4.95" lumo_ev="2.26 / 2.18" charge=-1
N -0.3924 -1.4045 -0.7268 -0.47
O 2.1342 1.3079 1.2084 -0.61
S -1.8451 0.9419 -0.3423 0.05
S -0.5072 -0.2315 0.3009 0.33
H -1.0217 -1.0885 -1.5577 -0.02
H 1.6322 0.4747 1.1176 -0.28

---

Most stable: <2>

---

<1>
10
Properties=species:S:1:pos:R:3:lowdin_charge:R:1 method="wB97M-V/def2-TZVPD" gap_ev=11.48 lumo_ev=0.99 charge=0
C -0.1556 0.7015 0.0332 -0.07
C -1.3761 -0.0052 0.0287 -0.63
C 1.4992 -0.3907 -0.0279 0.07
O -1.0306 0.6701 -1.1119 0.11
F -1.3794 -1.3499 -0.0809 0.12
F -2.4653 0.3800 0.7348 0.13
H -0.0707 1.7602 0.5530 0.16
H 1.9790 -0.6076 0.9346 0.04
H 2.0277 0.1360 -0.8388 0.05
H 0.9718 -1.2943 -0.2248 0.01

---

<2>
10
Properties=species:S:1:pos:R:3:lowdin_charge:R:1 method="wB97M-V/def2-TZVPD" gap_ev=9.86 lumo_ev=0.90 charge=0 smiles="COC=C(F)F"
C 1.3860 -0.2139 -0.1031 -0.05
O 0.6091 0.0008 1.1062 -0.08
C -0.6986 0.2296 0.8425 -0.10
C -1.3080 0.1878 -0.3241 -0.36
F -0.7453 0.1894 -1.5191 0.11
F -2.6515 0.1314 -0.4173 0.09
H 2.3572 -0.4852 0.2272 0.09
H 1.4134 0.5766 -0.7621 0.06
H 1.0144 -1.0224 -0.7467 0.10
H -1.3765 0.4061 1.6965 0.15

---

Most stable: <2>

---

<1>
9
Properties=species:S:1:pos:R:3:lowdin_charge:R:1 method="wB97M-V/def2-TZVPD" gap_ev="7.48 / 6.73" lumo_ev="-7.53 / -7.90" charge=+1
C -1.2891 -0.1363 -0.6524 -0.44
N -0.6918 -1.2424 -0.3152 -0.12
N 1.0191 1.0529 0.5864 0.13
O 0.1984 -1.4764 0.5078 0.02
Cl -1.8402 0.7889 -1.7666 1.04
H -0.9457 -2.1897 -0.7034 0.24
H 1.3172 0.1572 0.9341 0.02
H 0.5651 1.5123 1.3901 0.08
H 1.6670 1.5337 0.0192 0.04

---

<2>
9
Properties=species:S:1:pos:R:3:lowdin_charge:R:1 method="wB97M-V/def2-TZVPD" gap_ev="7.41 / 8.62" lumo_ev="-7.65 / -6.84" charge=+1
C -0.8488 0.1724 -0.1524 0.00
N 2.8638 -0.2627 -0.7742 -0.32
N 0.2272 -0.3032 -0.8102 -0.03
O 0.3508 -0.9748 -1.7786 0.01
Cl 2.6267 -1.1983 -2.0413 0.89
H -1.3756 0.8385 -0.8456 0.16
H -0.4789 0.5687 0.8191 0.14
H -1.6898 -0.4961 -0.0762 0.13
H 3.2180 -0.8575 -0.0232 0.02

---

Most stable: <1>